This record from the OMol25 dataset describes C18H15LiN5OSSe2 as an isolated structure at a distorted geometry. The level of theory is wB97M-V/def2-TZVPD.

Net charge ... -1
Orbital gap ... 5.93 eV
Energy relative to the best compared isomer or geometry (same formula, charge and spin) ... 0.530 eV
Spin multiplicity ... 1
Electronic energy ... -6252.66551 Ha

Last column: Löwdin charge in e.
Positions of all 43 atoms, in Å:
Li -0.312 -0.162 0.551  0.397
N 2.037 0.557 4.216  0.000
C 1.397 0.259 3.019  -0.972
S -0.249 -0.166 3.163  0.465
N 2.157 0.374 1.968  -0.056
N 1.571 0.161 0.752  -0.091
C 2.330 0.380 -0.259  -0.140
C 1.962 0.240 -1.644  -0.166
C 2.958 0.467 -2.601  -0.090
C 2.739 0.332 -3.955  -0.153
C 1.468 -0.049 -4.389  -0.136
C 0.459 -0.262 -3.484  -0.041
C 0.641 -0.122 -2.078  -0.398
O -0.332 -0.309 -1.277  -0.242
H 1.636 0.100 5.018  0.039
H 3.045 0.549 4.160  0.062
H 3.361 0.707 -0.062  0.109
H 3.945 0.754 -2.250  0.095
H 3.536 0.505 -4.667  0.076
H 1.280 -0.179 -5.450  0.086
H -0.527 -0.556 -3.825  0.098
Se -3.393 0.529 1.262  0.615
Se -3.063 -0.898 -0.468  0.689
C -2.091 -2.363 0.321  -0.634
C -2.691 -3.620 0.348  -0.111
C -1.950 -4.689 0.819  -0.080
C -0.654 -4.462 1.262  -0.059
C -0.163 -3.166 1.225  -0.133
N -0.866 -2.149 0.758  -0.028
C -2.296 2.049 0.792  -0.650
C -2.861 3.320 0.757  -0.110
C -2.056 4.377 0.374  -0.081
C -0.732 4.128 0.035  -0.054
C -0.265 2.826 0.120  -0.103
N -1.033 1.818 0.500  -0.003
H -3.710 -3.737 0.007  0.089
H -2.381 -5.682 0.846  0.100
H -0.042 -5.273 1.631  0.098
H 0.831 -2.917 1.573  0.113
H -3.903 3.458 1.014  0.092
H -2.461 5.380 0.319  0.100
H -0.080 4.928 -0.285  0.099
H 0.757 2.562 -0.118  0.108